72
Properties=species:S:1:pos:R:3:mulliken_charge:R:1 method="wB97M-V/def2-TZVPD" multiplicity=1 orbital_gap_ha=0.356 smiles=Fc1ccccc1.Fc1ccccc1.Fc1ccccc1.Fc1ccccc1.Fc1ccccc1.CC#N.CC#N
F -8.6216 -4.2261 -5.1331 -0.294
C -9.5802 -3.6743 -4.4892 0.370
C -10.5063 -2.8147 -5.1204 -0.435
C -11.5866 -2.2540 -4.3394 -0.316
C -11.6475 -2.5863 -3.0541 -0.491
C -10.7575 -3.5012 -2.4630 -0.322
C -9.7076 -4.0330 -3.1834 -0.318
H -10.4183 -2.4857 -6.1453 0.382
H -12.2969 -1.6420 -4.8755 0.373
H -12.5707 -2.3285 -2.5564 0.310
H -10.8806 -3.7625 -1.4223 0.342
H -8.9777 -4.6729 -2.7100 0.399
F 1.7397 -0.9909 -0.1962 -0.299
C 0.3889 -0.7194 -0.1350 0.405
C 0.0446 0.6666 -0.1954 -0.485
C -1.2711 0.9797 -0.1948 -0.223
C -2.2608 0.0585 -0.0430 -0.543
C -1.8912 -1.2571 0.0804 -0.191
C -0.5828 -1.6514 0.0939 -0.452
H 0.8853 1.3385 -0.2853 0.389
H -1.4224 2.0392 -0.3392 0.318
H -3.2900 0.3852 -0.0269 0.368
H -2.7015 -1.9561 0.2263 0.335
H -0.3597 -2.6963 0.2515 0.377
F 13.7028 1.8846 -1.7181 -0.279
C 13.1246 2.0247 -0.5393 0.259
C 11.8393 1.4023 -0.2731 -0.225
C 11.1790 1.5589 0.9243 -0.488
C 11.7807 2.3911 1.8736 -0.270
C 12.9465 3.0785 1.6540 -0.413
C 13.7149 2.8475 0.4727 -0.313
H 11.3116 0.8985 -1.0693 0.357
H 10.1880 1.1319 0.9704 0.350
H 11.2751 2.6189 2.8004 0.310
H 13.2809 3.6916 2.4779 0.342
H 14.6928 3.3055 0.4504 0.371
F 11.1044 -5.2188 3.4603 -0.294
C 9.9117 -5.5126 2.9034 0.173
C 8.7652 -4.8989 3.3399 -0.129
C 7.5401 -5.0552 2.7691 -0.593
C 7.4714 -5.9380 1.7124 -0.246
C 8.5672 -6.5997 1.2239 -0.465
C 9.8354 -6.3370 1.8100 -0.232
H 8.8087 -4.2304 4.1870 0.351
H 6.6624 -4.4923 3.0506 0.388
H 6.5802 -5.9313 1.1024 0.314
H 8.3388 -7.2531 0.3949 0.353
H 10.6836 -6.9212 1.4851 0.378
F -11.4687 6.9637 -6.8891 -0.298
C -10.8251 6.4719 -5.7723 0.331
C -10.1405 5.2841 -5.8035 -0.350
C -9.5143 4.8512 -4.6263 -0.395
C -9.7101 5.5194 -3.4356 -0.374
C -10.3617 6.7220 -3.3791 -0.386
C -10.9301 7.2093 -4.5648 -0.311
H -10.1268 4.6354 -6.6669 0.379
H -8.9024 3.9668 -4.5275 0.340
H -9.2174 5.2429 -2.5152 0.325
H -10.3813 7.2674 -2.4472 0.362
H -11.4774 8.1393 -4.6084 0.377
C 3.5731 -8.1249 7.2488 -0.705
C 2.7951 -8.0822 6.0366 0.321
N 2.1488 -8.1496 5.0456 -0.378
H 3.1640 -7.5354 8.0692 0.273
H 4.4746 -7.5438 7.0546 0.250
H 3.6412 -9.1853 7.4918 0.239
C -1.8697 10.1660 4.5789 -0.770
C -2.2001 9.5844 3.3254 0.341
N -2.4589 9.0101 2.3637 -0.340
H -2.1059 9.4538 5.3695 0.247
H -2.3424 11.1190 4.8163 0.270
H -0.7972 10.3539 4.6287 0.252

10
Properties=species:S:1:pos:R:3:mulliken_charge:R:1 method="wB97M-V/def2-TZVPD" multiplicity=1 orbital_gap_ha=0.373 smiles="N=C=CC=O.N#N"
N 2.0644 -0.2712 0.6146 -0.479
C 0.9782 -0.6288 0.2124 0.562
C -0.2158 -1.0896 -0.1417 -0.571
C -1.4069 -0.5397 0.5120 -0.003
O -1.3929 0.3687 1.3164 -0.504
H 2.4761 0.5678 0.2098 0.324
H -0.3015 -1.8334 -0.9267 0.349
H -2.3591 -1.0162 0.2037 0.331
N 0.6144 2.2290 -0.8511 0.077
N -0.4450 2.2475 -1.1546 -0.086

13
Properties=species:S:1:pos:R:3:lowdin_spin:R:1 method="wB97M-V/def2-TZVPD" multiplicity=2 s2=0.756 orbital_gap_ha="0.386 / 0.260" charge=+1
C 0.5054 1.2859 -0.4406 0.545
C 0.7083 0.2042 0.4979 0.206
O 0.7145 -1.1244 0.0251 0.176
C 0.8944 0.3309 1.9628 0.026
H 0.5811 2.3762 -0.0754 0.016
H 0.2952 1.0015 -1.5307 0.016
H 0.4747 -1.2360 -0.9617 -0.002
H 0.9991 1.3343 2.2971 -0.001
H 0.0991 -0.1233 2.5528 0.009
H 1.7432 -0.1978 2.4175 0.008
H -2.8894 -0.7990 -1.9595 0.000
H -2.0197 -1.9851 -2.3237 0.000
O -2.1059 -1.0672 -2.4616 0.000

86
Properties=species:S:1:pos:R:3:mulliken_charge:R:1 method="wB97M-V/def2-TZVPD" multiplicity=1 orbital_gap_ha=0.212 charge=-2
Pt -1.4197 -0.9326 -1.2120 1.714
C 4.0578 -1.2257 1.0173 -1.912
C 3.1114 -0.0499 1.3501 1.357
C 3.7919 0.8850 2.3524 -1.952
O 2.7776 0.6938 0.2193 -0.258
C 1.6884 0.0168 -0.3816 -1.260
C 0.8767 -0.4803 0.8597 -0.659
O 1.8960 -0.5594 1.8610 -0.213
C -0.3662 0.2666 1.4487 3.130
O -1.4540 0.1986 0.6283 -0.557
C -0.8268 -0.4217 2.7470 -0.517
C -0.3831 -1.6508 3.2144 -0.247
C -0.9551 -2.2326 4.3335 -0.923
C -1.9966 -1.6118 4.9949 -0.550
C -2.4653 -0.3948 4.5257 -0.647
C -1.8849 0.1922 3.4189 -0.643
C 0.0344 1.6973 1.7955 0.100
C 0.7407 1.9800 2.9584 -0.467
C 1.0971 3.2833 3.2587 -0.645
C 0.7538 4.3150 2.4012 -0.839
C 0.0159 4.0394 1.2633 -0.487
C -0.3435 2.7383 0.9652 -0.686
C 1.1032 0.8118 -1.6222 3.434
O -0.2532 0.8518 -1.6853 -1.456
C 1.6768 2.2421 -1.6147 -0.557
C 0.8081 3.3139 -1.7636 -0.567
C 1.2699 4.6188 -1.7481 -0.634
C 2.6178 4.8734 -1.5677 -0.554
C 3.5026 3.8111 -1.4888 -1.118
C 3.0415 2.5089 -1.5453 0.058
C 1.5906 0.1000 -2.9017 0.623
C 1.4543 -1.2768 -3.0526 -0.402
C 1.7645 -1.9042 -4.2446 -1.116
C 2.2235 -1.1699 -5.3234 -0.771
C 2.3396 0.2008 -5.1970 -0.948
C 2.0167 0.8266 -4.0056 -0.555
H 4.9766 -0.8487 0.5732 0.373
H 3.5805 -1.9183 0.3300 0.353
H 4.2875 -1.7592 1.9341 0.448
H 4.8008 1.1024 2.0105 0.456
H 3.8270 0.4026 3.3240 0.359
H 3.2214 1.8075 2.4094 0.372
H 2.1020 -0.9100 -0.8105 0.280
H 0.5138 -1.4989 0.6357 0.793
H 0.4226 -2.1639 2.7183 0.460
H -0.5835 -3.1886 4.6784 0.401
H -2.4335 -2.0661 5.8745 0.396
H -3.2855 0.0941 5.0360 0.416
H -2.2636 1.1333 3.0434 0.409
H 1.0172 1.1830 3.6328 0.477
H 1.6517 3.5015 4.1651 0.385
H 1.0496 5.3333 2.6256 0.378
H -0.2762 4.8408 0.5994 0.434
H -0.9233 2.4803 0.0946 0.276
H -0.2379 3.0902 -1.9018 0.443
H 0.5728 5.4405 -1.8668 0.480
H 2.9839 5.8910 -1.5163 0.366
H 4.5652 3.9986 -1.3902 0.361
H 3.7540 1.7002 -1.5385 0.466
H 1.0920 -1.8816 -2.2295 0.650
H 1.6382 -2.9721 -4.3339 0.387
H 2.4743 -1.6660 -6.2514 0.380
H 2.6747 0.7985 -6.0340 0.389
H 2.0984 1.9003 -3.9291 0.365
S 0.7704 -7.4886 -3.0570 -0.347
C 0.0983 -6.0320 -2.6489 0.095
S -0.2385 -5.5481 -0.9987 -0.098
C -0.9732 -3.9950 -1.3766 0.490
C -0.9963 -3.6288 -2.6923 -0.371
S -1.6842 -2.1714 -3.2915 -0.585
S -0.3175 -4.7970 -3.8253 -0.103
S -1.6892 -3.1060 -0.0941 -0.890
O -5.0418 1.1763 -0.1766 -0.790
S -4.0664 0.0715 -0.3255 0.654
C -4.9546 -1.1709 -1.3990 -0.348
C -5.7579 -2.1358 -0.5317 -0.635
C -5.7611 -1.5814 0.8962 -0.796
C -4.3780 -1.0089 1.1269 -0.023
H -4.1704 -1.6788 -1.9574 -0.201
H -5.5733 -0.6014 -2.0868 0.506
H -5.2893 -3.1233 -0.5358 0.271
H -6.7812 -2.2473 -0.9048 0.314
H -6.0139 -2.3598 1.6236 0.371
H -6.5013 -0.7797 0.9779 0.340
H -3.5998 -1.7660 1.1102 -0.054
H -4.2836 -0.4070 2.0246 0.169

15
Properties=species:S:1:pos:R:3:mulliken_charge:R:1 method="wB97M-V/def2-TZVPD" multiplicity=1 orbital_gap_ha=0.368 smiles="C=CC.CC#N"
C 0.8667 -0.9945 -0.5538 -0.849
C 1.7954 0.0040 -0.6982 0.209
C 2.2529 0.7579 0.4521 -1.016
H 0.4327 -1.5303 -1.4715 0.212
H 0.6108 -1.3586 0.4305 0.273
H 2.0887 0.4070 -1.6430 0.331
H 3.4142 0.9139 0.4793 0.267
H 2.0170 0.2088 1.4149 0.284
H 1.8841 1.6930 0.3430 0.274
C -2.8245 -0.4397 0.4107 -0.787
C -2.0768 0.5419 -0.3392 0.316
N -1.6132 1.3681 -0.9529 -0.368
H -3.1022 0.0941 1.2889 0.298
H -1.9753 -0.9892 0.8919 0.218
H -3.7705 -0.6764 -0.0525 0.337

14
Properties=species:S:1:pos:R:3:mulliken_charge:R:1 method="wB97M-V/def2-TZVPD" multiplicity=1 orbital_gap_ha="0.292 / 0.291"
C 0.9805 -0.4218 1.2340 -0.594
C -0.1351 0.6089 1.2062 -0.323
N 0.0651 -0.9702 -2.2606 -0.336
O -0.6820 1.5065 -2.3086 -0.470
O -1.3238 0.2366 0.6231 -0.673
P -0.9922 0.1808 -1.9337 0.694
H 0.5832 -1.2667 0.6043 0.093
H 1.8044 0.0184 0.5315 0.184
H 1.3364 -0.6746 2.2487 0.310
H 0.2162 1.5234 0.6310 0.200
H -0.3469 1.0621 2.1893 0.336
H 0.8474 -1.0794 -2.7967 0.223
H -0.1054 -1.7845 -1.7232 0.266
H -2.1682 -0.4934 -2.2558 0.088

The records above give, respectively, DFT total energy values of -1922.906414, -355.611327, -269.224555, -4354.340027, -250.583139, -627.491537 a.u..
The records above give, respectively, relative energy (zero: lowest compared OMol25 entry of this formula, charge and spin) values of 51.5, 17.9, 14.2, 24.2, 52.6, 103.2 kcal per mole.